C24H25FN5O6RuS2 | ωB97M-V with the def2-TZVPD basis set

Output
E ... -2645.77771 a.u.
Largest force on an atom ... 0.063 hartree/bohr
Spin multiplicity ... 2

Each line ends with the Mulliken charge.
Element x y z (Å)
Ru 1.864 1.872 2.765  0.5959
C -1.673 4.259 4.010  -1.9184
C -0.323 4.483 3.335  1.6877
C 0.058 5.960 3.265  -1.6628
O 0.704 3.782 4.025  -0.3992
C -0.472 3.893 1.856  0.1716
O -1.122 4.559 1.073  -0.6978
O 0.037 2.760 1.689  -0.4732
H -1.651 4.646 5.030  0.5036
H -1.916 3.196 4.026  0.4374
H -2.455 4.768 3.454  0.3926
H -0.018 6.405 4.256  0.3893
H -0.598 6.476 2.571  0.3450
H 1.082 6.052 2.910  0.4019
H 0.336 3.356 4.813  0.3214
S 3.284 2.102 4.849  -0.2562
C 2.712 0.551 5.357  0.8132
S 1.272 0.044 4.547  -0.2696
C 3.329 -0.212 6.329  0.1953
C 4.435 0.262 7.053  -0.0046
N 5.317 0.624 7.696  -0.5010
C 2.885 -1.506 6.651  -0.0109
N 2.559 -2.575 6.920  -0.5127
C 1.819 -0.196 -4.838  -1.0408
C 2.299 -1.071 -3.681  -1.0602
N 1.919 -0.556 -2.380  0.2728
C 2.792 0.265 -1.722  -0.0659
C 2.662 0.631 -0.424  -0.5937
C 3.735 1.583 0.153  0.2902
O 4.722 1.766 -0.542  -0.7250
O 3.504 2.095 1.282  -0.5860
C 1.551 0.126 0.337  1.5181
O 1.459 0.102 1.583  -0.7116
C 0.499 -0.496 -0.448  0.5208
C -0.708 -0.811 0.180  -0.4755
C -1.655 -1.552 -0.481  0.3273
F -2.791 -1.884 0.186  -0.3453
C -1.466 -1.963 -1.798  -1.6692
C -0.288 -1.583 -2.450  -0.2933
C 0.719 -0.878 -1.789  -0.1821
N -2.407 -2.732 -2.535  0.2703
C -1.978 -4.015 -3.058  -0.6423
C -2.651 -4.167 -4.439  -0.7322
N -3.787 -3.213 -4.447  -0.1106
C -4.606 -3.397 -3.224  -0.6820
C -3.777 -2.810 -2.064  -0.7584
H 2.090 -0.665 -5.782  0.3640
H 2.280 0.786 -4.789  0.3632
H 0.740 -0.064 -4.807  0.3035
H 3.389 -1.140 -3.710  0.4798
H 1.898 -2.084 -3.785  0.4586
H 3.645 0.625 -2.281  0.5647
H -0.858 -0.497 1.201  0.6824
H -0.174 -1.860 -3.487  0.7523
H -2.268 -4.839 -2.392  0.2997
H -0.896 -4.034 -3.150  0.5249
H -3.019 -5.179 -4.602  0.3641
H -1.970 -3.913 -5.252  0.4169
H -4.337 -3.272 -5.305  0.3119
H -3.359 -2.276 -4.344  0.3761
H -4.797 -4.462 -3.088  0.3245
H -5.565 -2.888 -3.320  0.3624
H -3.903 -3.435 -1.170  0.4772
H -4.115 -1.801 -1.817  0.4996

Cartesian forces (eV/Å) of the 3 atoms listed first:
Ru -1.27 -0.54 1.40
C 0.25 0.02 -0.01
C -0.60 0.19 -1.35


C24H25N4O2PPt | ωB97M-V with the def2-TZVPD basis set

Output
E ... -1759.73057 a.u.
Largest force on an atom ... 0.046 hartree/bohr

Each line ends with the Mulliken charge.
Element x y z (Å)
Pt 0.317 -0.088 -0.586  1.0718
O -0.058 -2.172 -0.543  -1.0351
C 0.460 -2.781 0.490  0.6132
C 1.100 -4.027 0.286  -0.3508
C 1.606 -4.772 1.324  -0.5525
C 1.494 -4.314 2.640  -0.6184
C 0.885 -3.104 2.874  -0.7149
C 0.380 -2.302 1.837  0.9775
C -0.186 -1.028 2.196  -0.7184
N -0.494 -0.106 1.358  0.3932
N -1.050 1.052 1.769  -0.9222
C -0.896 2.045 0.928  0.2825
O -0.177 2.028 -0.139  -0.8136
C -1.592 3.314 1.267  0.4224
C -2.494 3.390 2.326  -0.2417
C -3.138 4.584 2.599  -0.6120
C -2.891 5.709 1.823  -0.3633
C -2.000 5.635 0.762  -0.6588
C -1.353 4.442 0.484  -0.3503
H 1.159 -4.367 -0.742  0.4461
H 2.099 -5.715 1.120  0.3757
H 1.874 -4.909 3.459  0.4059
H 0.789 -2.735 3.890  0.3368
H -0.335 -0.820 3.255  0.3645
H -2.676 2.503 2.916  0.4348
H -3.838 4.642 3.424  0.3787
H -3.390 6.643 2.049  0.3768
H -1.809 6.509 0.152  0.3903
H -0.654 4.354 -0.336  0.4270
N -0.322 0.663 -4.901  -0.0546
C -0.688 0.745 -3.596  -0.4669
N 0.040 -0.016 -2.831  -0.3410
C 0.937 -0.666 -3.667  0.6676
C 1.904 -1.623 -3.376  -0.0310
C 2.667 -2.093 -4.426  -0.8680
C 2.465 -1.638 -5.737  -0.4601
C 1.489 -0.711 -6.044  -0.9750
C 0.722 -0.237 -4.985  0.3296
H -0.759 1.147 -5.664  0.1882
H -1.484 1.384 -3.250  0.5266
H 2.011 -1.978 -2.360  0.3139
H 3.433 -2.835 -4.242  0.4304
H 3.086 -2.037 -6.529  0.3815
H 1.329 -0.378 -7.062  0.3869
C 3.703 -1.364 0.322  -1.3055
P 2.683 0.104 -0.093  1.0638
C 2.936 1.125 1.401  -1.3599
C 3.781 0.955 -1.290  -1.3660
H 4.707 -1.041 0.605  0.4507
H 3.768 -2.035 -0.535  0.3098
H 3.240 -1.909 1.146  0.2465
H 4.000 1.267 1.596  0.4511
H 2.470 0.629 2.253  0.3151
H 2.452 2.090 1.254  0.3100
H 4.776 1.099 -0.864  0.4369
H 3.350 1.927 -1.533  0.3355
H 3.855 0.369 -2.206  0.3385

Cartesian forces (eV/Å) of the 3 atoms listed first:
Pt -2.06 0.00 1.14
O 0.60 1.29 -0.76
C 0.23 -0.39 0.75


C24H26AlN4Si | ωB97M-V with the def2-TZVPD basis set

Output
E ... -1680.78506 a.u.
Total charge ... +1
Largest force on an atom ... 0.057 hartree/bohr

Each line ends with the Mulliken charge.
Element x y z (Å)
C -0.765 -0.230 1.161  -0.8605
C 0.316 -1.058 1.527  -0.9623
C 1.478 -0.277 1.670  -0.1980
H 0.239 -2.125 1.762  0.4861
C 1.144 1.091 1.382  -0.1947
C -0.290 1.124 1.078  -0.6079
H -0.910 2.023 1.142  0.5774
H -1.810 -0.536 1.102  0.5397
H 2.447 -0.601 2.060  0.5102
H 1.747 1.955 1.668  0.7753
Al 0.803 0.975 -0.750  -0.3174
C 3.610 -3.087 -0.631  -0.9695
H 3.405 -3.292 0.426  0.3456
H 2.669 -2.768 -1.106  0.1611
H 3.981 -3.993 -1.114  0.4960
Si 4.881 -1.486 -0.813  -0.2253
C 6.434 -2.439 -1.355  0.3299
C 6.728 -3.701 -0.781  0.1670
H 6.197 -4.043 0.114  0.4442
C 7.661 -4.573 -1.369  -0.7850
H 7.810 -5.571 -0.948  0.3525
C 8.381 -4.167 -2.496  -0.4262
H 9.066 -4.865 -2.983  0.3716
C 8.199 -2.874 -2.997  -0.4889
H 8.801 -2.553 -3.850  0.3562
C 7.250 -2.010 -2.426  -0.6766
H 7.117 -1.000 -2.816  0.3240
C 5.353 -0.812 0.867  0.6466
C 6.190 -1.505 1.772  -0.1235
H 6.745 -2.396 1.451  0.3037
C 6.326 -1.057 3.094  -0.6264
H 6.940 -1.642 3.783  0.3826
C 5.687 0.119 3.505  -0.5280
H 5.780 0.444 4.542  0.3833
C 4.953 0.869 2.578  -0.3280
H 4.484 1.808 2.863  0.3429
C 4.802 0.426 1.267  -0.5834
H 4.253 1.019 0.533  0.3562
H -0.037 -3.510 -1.011  -0.1355
H 0.534 -3.961 -0.848  0.1327
N -2.181 2.343 -2.957  -0.0952
C -2.825 1.114 -2.946  -0.5299
C -2.013 0.256 -2.266  -0.3344
N -0.869 0.950 -1.858  0.1991
C -0.991 2.212 -2.320  0.2724
C -0.067 3.209 -1.830  0.1720
N 0.908 2.813 -0.975  0.1997
C 1.424 3.937 -0.340  -0.0568
C 0.735 5.018 -0.805  -0.8064
N -0.192 4.548 -1.728  -0.0778
H -2.506 3.203 -3.405  0.2138
H -3.775 0.958 -3.413  0.4308
H -2.143 -0.786 -2.039  0.4788
H 2.219 3.861 0.375  0.5279
H 0.811 6.040 -0.531  0.4436
H -0.853 5.100 -2.268  0.2148

Cartesian forces (eV/Å) of the 3 atoms listed first:
C 0.59 0.60 0.40
C 0.00 0.05 0.19
C -0.42 0.59 0.25


C24H26BrN3O3 | ωB97M-V with the def2-TZVPD basis set

Output
E ... -3894.14246 a.u.
Largest force on an atom ... 0.015 hartree/bohr
SMILES ... CCn1nc(C)c(NC(=O)/C=C/c2ccc(OC)c(COc3ccc(Br)cc3)c2)c1C

Each line ends with the Mulliken charge.
Element x y z (Å)
C 6.063 -1.083 -4.914  -1.0192
C 5.493 -2.395 -4.381  -0.6775
N 4.152 -2.236 -3.887  0.9557
N 3.131 -2.616 -4.656  -1.1765
C 2.027 -2.340 -3.988  0.2626
C 0.671 -2.626 -4.530  -1.3388
C 2.353 -1.759 -2.742  0.8330
N 1.404 -1.336 -1.804  -0.1167
C 1.473 -1.453 -0.449  0.4755
O 2.437 -1.910 0.141  -0.7334
C 0.262 -0.967 0.241  -0.5884
C 0.179 -1.047 1.575  -0.2885
C -0.921 -0.640 2.422  0.7014
C -0.800 -0.773 3.805  -1.3895
C -1.822 -0.403 4.658  -0.6411
C -3.007 0.116 4.149  0.9157
O -4.068 0.516 4.904  -0.4463
C -3.984 0.396 6.305  -0.9883
C -3.148 0.256 2.759  0.2717
C -4.435 0.811 2.196  -0.7658
O -4.289 1.426 0.934  -0.4019
C -3.598 2.591 0.851  0.4311
C -2.983 3.236 1.921  -0.0346
C -2.312 4.429 1.718  -0.7248
C -2.251 4.977 0.451  0.0357
Br -1.326 6.621 0.181  -0.2059
C -2.853 4.347 -0.626  -0.3589
C -3.522 3.160 -0.423  -0.6080
C -2.118 -0.121 1.923  -0.1362
C 3.740 -1.697 -2.713  0.0505
C 4.664 -1.150 -1.690  -1.4975
H 6.126 -0.341 -4.123  0.2700
H 7.058 -1.249 -5.317  0.3844
H 5.424 -0.696 -5.704  0.3126
H 5.433 -3.130 -5.186  0.3310
H 6.129 -2.793 -3.585  0.3524
H 0.113 -3.266 -3.847  0.3035
H 0.770 -3.129 -5.487  0.3539
H 0.110 -1.702 -4.675  0.3269
H 0.516 -1.075 -2.208  0.2699
H -0.532 -0.560 -0.368  0.1705
H 1.039 -1.467 2.084  0.4113
H 0.113 -1.173 4.221  0.3983
H -1.686 -0.522 5.721  0.4131
H -3.166 0.998 6.712  0.3740
H -4.932 0.771 6.688  0.2636
H -3.858 -0.647 6.610  0.3634
H -5.141 -0.008 2.020  0.3247
H -4.891 1.501 2.917  0.4892
H -3.013 2.820 2.914  0.3601
H -1.837 4.928 2.549  0.4147
H -2.800 4.784 -1.612  0.4184
H -4.003 2.651 -1.243  0.4326
H -2.257 -0.007 0.859  0.4631
H 4.259 -1.356 -0.701  0.4559
H 5.652 -1.596 -1.773  0.3076
H 4.760 -0.069 -1.799  0.2398

Cartesian forces (eV/Å) of the 3 atoms listed first:
C -0.09 -0.23 0.09
C 0.45 0.16 -0.23
N -0.45 0.01 0.46


The records above give, respectively, molar mass values of 663.69 627.54 425.57 484.39 u.